# 1
This record from OMol25 describes C37H57As2BrMnN2O6P2SSi3 as an isolated structure. The level of theory is the ωB97M-V functional and the def2-TZVPD basis.

Values from the calculation:
* energy above the lowest of the compared OMol25 structures with the same formula, charge and spin: 0.0 kJ/mol
* orbital gap (spin up / spin down): 0.225 / 0.264 Ha
* E_tot: -330648.529 eV
* largest force on an atom: 0.015 hartree/bohr
* 2S+1: 6

Geometry as XYZ:
```
112
Properties=species:S:1:pos:R:3:forces:R:3
Mn -0.87870 -0.24561 0.82030 0.0 0.1 0.1
O -1.43602 -0.11562 -1.50374 0.0 -0.1 0.0
As -0.86780 1.59723 -1.81014 -0.2 0.1 -0.2
O -0.58635 3.79196 -0.93969 -0.1 0.5 -0.3
O -0.07957 1.60616 -0.20774 0.1 -0.1 0.1
C -2.67694 2.34334 -1.51717 0.0 -0.1 -0.1
C -3.34814 2.56342 -2.70977 -0.1 0.0 -0.1
C -4.56935 3.23259 -2.74495 0.0 0.0 0.0
C -5.12082 3.72582 -1.57779 0.0 0.0 0.1
C -4.46576 3.52123 -0.36785 0.0 0.0 0.0
C -3.26754 2.83086 -0.35285 0.0 0.0 0.0
S -2.60811 2.41411 1.22655 0.1 0.0 -0.2
O -3.44728 2.94540 2.24994 -0.1 0.0 0.0
O -1.22387 3.02792 1.37978 -0.3 0.2 0.4
O -2.51368 0.95789 1.17269 0.0 -0.3 0.1
H -0.89193 -0.75232 -1.98377 0.1 0.0 0.0
H -2.91577 2.22037 -3.64549 0.0 0.0 0.0
H -5.08013 3.37640 -3.68863 0.0 0.0 0.0
H -6.06099 4.26059 -1.59415 0.0 0.0 0.0
H -4.88618 3.87790 0.56256 0.0 0.0 0.0
C 0.37709 4.92163 1.23903 0.1 0.1 0.0
P 0.32279 3.23351 0.42476 0.6 -0.5 0.2
C 0.06894 4.72649 -1.77920 0.0 0.1 -0.1
C 1.57180 2.47658 1.64751 0.0 0.2 0.0
C 2.80531 3.10315 1.42752 0.0 0.0 0.0
C 3.95031 2.78460 2.13453 0.0 0.0 0.0
C 3.90587 1.79317 3.10182 0.0 0.0 0.0
C 2.70575 1.14658 3.33560 0.0 0.0 0.0
C 1.54261 1.47197 2.62939 0.0 -0.1 0.1
P 0.05100 0.48389 2.93335 -0.1 -0.1 -0.3
C 0.60614 -0.98842 3.85616 0.1 0.0 0.1
C -0.89215 1.38089 4.20748 0.0 0.0 0.1
H 1.25787 5.48694 0.93255 0.0 0.0 0.0
H 0.40465 4.81453 2.32293 0.0 0.0 0.0
H -0.51602 5.47993 0.95922 0.0 0.0 0.0
H 0.52643 5.53380 -1.20323 -0.1 0.0 0.0
H -0.68575 5.15285 -2.43990 0.0 0.0 0.0
H 0.84356 4.24479 -2.38250 0.0 0.0 0.0
H 2.87223 3.85922 0.65142 0.0 0.0 0.0
H 4.87611 3.30522 1.92114 0.0 0.0 0.0
H 4.79190 1.51678 3.65871 0.0 0.0 0.0
H 2.68092 0.35683 4.07456 0.0 0.0 0.0
H 0.94847 -0.75733 4.86635 0.0 0.0 0.0
H 1.39758 -1.50253 3.30913 0.0 0.0 0.0
H -0.24840 -1.66390 3.92389 0.0 0.0 0.0
H -0.23466 1.64923 5.03622 0.0 0.0 0.0
H -1.68675 0.73108 4.57761 0.0 0.0 0.0
H -1.34824 2.28197 3.80701 0.0 0.0 0.0
Br -7.79844 -3.29484 0.81737 0.0 0.0 0.0
C -5.93453 -2.94457 0.81049 0.1 0.0 0.0
C -5.07479 -3.79629 1.48073 0.0 0.0 0.0
C -3.71262 -3.53746 1.47472 0.0 0.0 0.0
C -3.19661 -2.43267 0.79039 0.0 0.1 0.0
C -4.08850 -1.57861 0.13170 0.0 -0.1 0.0
C -5.44734 -1.83343 0.13912 0.0 0.0 0.0
N -1.83541 -2.12338 0.75576 0.0 -0.1 0.0
C -0.92758 -3.10035 0.80759 0.1 0.0 0.0
C 0.43505 -2.76921 0.73160 0.0 0.0 0.0
C 1.49300 -3.71024 0.82939 0.0 0.0 0.0
C 2.78657 -3.28342 0.77010 0.0 -0.1 0.0
C 3.06298 -1.90808 0.59820 0.0 0.1 0.0
C 2.00680 -1.03894 0.49129 0.0 -0.1 0.1
N 0.72537 -1.43393 0.56251 -0.1 0.1 0.0
H -5.46572 -4.65013 2.01743 0.0 0.0 0.0
H -3.05325 -4.18804 2.03498 0.0 0.0 0.0
H -3.69434 -0.72183 -0.39836 0.0 0.0 0.0
H -6.12711 -1.16959 -0.37773 0.0 0.0 0.0
H -1.20866 -4.14852 0.85309 0.0 0.0 0.0
H 1.25454 -4.75695 0.96912 0.0 0.0 0.0
H 3.59908 -3.99298 0.86704 0.0 0.0 0.0
H 4.07461 -1.53237 0.55784 0.0 0.0 0.0
H 2.15364 0.02704 0.36514 0.0 0.0 0.0
C 2.94301 1.07512 -6.46839 -0.1 0.1 -0.1
Si 1.69604 1.11718 -5.06909 0.1 0.0 0.2
C 0.18526 0.09674 -5.51219 0.0 0.0 -0.1
C 1.17321 2.90787 -4.90104 0.0 0.1 -0.1
As 2.41055 0.31042 -2.97212 -0.1 0.0 -0.1
Si 4.44245 1.42089 -2.60436 -0.1 -0.1 0.0
C 5.79745 1.00879 -3.83196 0.1 0.1 0.1
C 5.02313 0.97005 -0.87468 0.1 0.0 0.0
C 4.07050 3.25941 -2.62648 0.1 0.0 0.0
Si 3.01320 -1.91423 -3.47804 0.0 0.1 0.0
C 4.50370 -2.44838 -2.46734 0.1 -0.1 0.0
C 3.45936 -2.24532 -5.27052 0.0 -0.2 0.1
C 1.50155 -2.93888 -3.03406 0.0 0.0 0.0
H 2.42503 1.42514 -7.36847 0.1 0.0 0.0
H 3.35175 0.08961 -6.67745 0.0 0.0 0.0
H 3.77228 1.76158 -6.28631 0.0 0.0 0.0
H -0.29639 0.51481 -6.40156 0.0 0.0 0.0
H -0.55104 0.09152 -4.70438 0.0 0.0 0.0
H 0.44303 -0.94029 -5.73120 0.0 0.0 0.0
H 0.87006 3.26151 -5.89221 0.0 0.0 0.0
H 1.98918 3.54577 -4.55839 0.0 0.0 0.0
H 0.33180 3.03789 -4.21955 0.0 -0.1 0.0
H 5.91802 -0.06946 -3.95438 0.0 0.0 0.0
H 6.74799 1.40675 -3.46138 0.0 0.0 0.0
H 5.61563 1.44199 -4.81627 0.0 0.0 0.0
H 5.61594 0.05245 -0.86797 0.0 0.0 0.0
H 4.19683 0.85992 -0.17098 0.0 0.0 0.0
H 5.66043 1.77695 -0.49949 0.0 0.0 0.0
H 3.90148 3.63775 -3.63612 0.0 0.0 0.0
H 4.91706 3.80681 -2.20057 0.0 0.0 0.0
H 3.18467 3.48379 -2.02365 0.0 0.0 0.0
H 5.41694 -2.35205 -3.05988 0.0 0.0 0.0
H 4.38989 -3.50188 -2.19483 0.0 0.0 0.0
H 4.63365 -1.88515 -1.54647 0.0 0.0 0.0
H 4.35017 -1.70128 -5.58562 0.0 0.0 0.0
H 2.65099 -2.03075 -5.96850 0.0 0.0 0.0
H 3.68342 -3.31581 -5.34422 0.0 0.0 -0.1
H 1.01733 -2.57772 -2.12253 0.1 0.0 0.0
H 1.78033 -3.98305 -2.86308 0.0 0.0 0.0
H 0.76935 -2.91766 -3.84585 0.0 0.0 0.0
```
Positions in Å, forces in eV/Å.

***

# 2
This record from OMol25 describes a single C4H13N3 molecule at a distorted geometry. The level of theory is the ωB97M-V functional and the def2-TZVPD basis.

Values from the calculation:
* energy above the lowest of the compared OMol25 structures with the same formula, charge and spin: 161.4 kJ/mol
* orbital gap: 0.361 Ha
* E_tot: -8827.740 eV
* structure (SMILES): CNCCNCN
* largest force on an atom: 0.044 hartree/bohr

Geometry as XYZ:
```
20
Properties=species:S:1:pos:R:3:forces:R:3
C -1.24749 -1.78285 -2.19596 0.6 -1.3 0.0
N -1.09220 -0.81548 -1.11929 0.4 1.0 -1.0
C -0.02309 -1.08753 -0.17249 -0.8 -0.3 1.0
C -0.33572 -0.55076 1.23219 0.4 -0.9 0.4
N 0.16578 0.77728 1.63040 -0.8 0.2 0.3
C 0.51839 1.69539 0.56247 0.7 -1.4 -1.7
N 1.95038 1.81434 0.29673 -0.1 0.8 0.4
H -0.96175 -1.54926 -3.22857 -0.4 1.0 0.2
H -0.52896 -2.59295 -2.04661 -0.3 -0.4 0.4
H -2.25131 -2.21017 -2.18253 0.0 0.0 -0.2
H -0.96047 0.09992 -1.54191 -0.2 0.0 0.3
H 1.00481 -0.84424 -0.46404 0.0 0.1 -0.3
H -0.04770 -2.16160 0.00032 0.1 -0.2 -0.3
H -1.39820 -0.68426 1.46038 -0.2 0.4 -0.6
H 0.06989 -1.31987 1.89797 0.6 0.3 0.2
H -0.58154 1.14038 2.20556 0.3 0.5 0.1
H 0.18243 1.23633 -0.37146 -0.4 0.4 -0.1
H 0.08643 2.69247 0.56592 -0.1 0.0 0.7
H 2.42166 2.18919 1.10921 0.2 -0.1 0.0
H 2.37301 0.93272 0.04797 -0.1 -0.1 0.2
```
Positions in Å, forces in eV/Å.

***

# 3
This record from OMol25 describes a single C18H34O3 molecule. The level of theory is the ωB97M-V functional and the def2-TZVPD basis.

Values from the calculation:
* energy above the lowest of the compared OMol25 structures with the same formula, charge and spin: 82.7 kJ/mol
* orbital gap: 0.360 Ha
* E_tot: -25360.919 eV
* structure (SMILES): CCCCCCCC/C=C\CCCCCC[C@@H](O)C(=O)O
* largest force on an atom: 0.013 hartree/bohr

Geometry as XYZ:
```
55
Properties=species:S:1:pos:R:3:forces:R:3
C 0.24843 5.44601 -0.63644 -0.3 0.0 0.0
C -1.03066 4.68549 -0.30827 0.3 -0.2 -0.1
C -0.77354 3.18672 -0.17696 -0.4 0.2 0.1
C -2.02343 2.41582 0.24100 0.4 -0.2 -0.1
C -1.77164 0.91098 0.30912 -0.5 0.2 0.1
C -2.96652 0.15589 0.88712 0.3 -0.2 0.0
C -2.76521 -1.36030 0.91208 -0.2 0.2 -0.2
C -2.95826 -2.01215 -0.46017 0.1 -0.1 0.2
C -2.77957 -3.49550 -0.37388 -0.1 0.1 0.0
C -2.02175 -4.26989 -1.13530 0.0 -0.1 -0.2
C -1.15327 -3.86612 -2.28522 0.1 -0.1 0.0
C 0.31742 -4.20608 -2.01615 -0.1 0.1 0.2
C 0.92052 -3.40085 -0.86476 0.0 0.0 -0.3
C 1.15107 -1.93254 -1.21572 0.1 -0.2 0.4
C 1.89749 -1.19430 -0.10644 -0.2 0.2 -0.3
C 2.12766 0.26757 -0.47256 0.3 -0.1 0.4
C 2.99742 1.03498 0.54799 -0.2 -0.2 -0.3
O 3.42693 2.26129 0.02116 0.0 0.2 0.0
C 2.19800 1.28409 1.81248 0.0 0.4 0.0
O 1.65876 2.33675 2.04386 0.0 0.0 0.1
O 2.12368 0.23311 2.62380 0.1 -0.6 0.3
H 0.97992 5.31404 0.15794 0.1 0.0 0.1
H 0.68185 5.08336 -1.56635 0.1 0.0 -0.1
H 0.04684 6.50934 -0.74368 0.1 0.1 0.0
H -1.77259 4.86065 -1.09124 -0.1 0.0 0.0
H -1.44385 5.06218 0.62993 -0.1 0.0 0.0
H -0.41061 2.80121 -1.13398 0.1 0.0 0.0
H 0.00590 3.02855 0.57082 0.1 -0.1 -0.1
H -2.83199 2.61515 -0.46684 -0.1 0.0 0.0
H -2.34875 2.77109 1.22166 -0.1 0.0 0.0
H -0.89606 0.72213 0.93582 0.1 -0.1 0.0
H -1.54857 0.54176 -0.69410 0.1 0.0 -0.1
H -3.13669 0.50926 1.90725 -0.1 0.1 0.0
H -3.86139 0.39142 0.30608 -0.1 0.0 0.0
H -3.48059 -1.80334 1.60939 0.1 -0.1 0.0
H -1.76172 -1.58792 1.28034 0.0 -0.1 0.1
H -2.26421 -1.57857 -1.17779 0.0 0.1 -0.1
H -3.97447 -1.79890 -0.80822 0.0 0.1 0.0
H -3.35549 -3.95788 0.41946 0.0 -0.2 0.1
H -1.99929 -5.33323 -0.92685 -0.1 -0.1 0.1
H -1.47762 -4.42010 -3.17151 0.0 0.1 0.0
H -1.25466 -2.80547 -2.50681 0.0 0.0 -0.1
H 0.89955 -4.02848 -2.92342 0.0 -0.1 0.0
H 0.39023 -5.27005 -1.77819 0.0 -0.1 -0.1
H 0.26164 -3.47025 0.00337 0.0 0.0 0.1
H 1.87981 -3.84731 -0.59143 0.0 0.0 0.1
H 0.19470 -1.43755 -1.38728 -0.1 0.1 -0.1
H 1.73013 -1.87017 -2.14029 0.0 0.0 -0.1
H 1.32574 -1.26419 0.82029 0.0 -0.1 0.0
H 2.86116 -1.67872 0.06566 0.0 -0.1 0.1
H 1.17253 0.78608 -0.58355 0.0 0.1 -0.1
H 2.65326 0.32837 -1.42768 0.0 0.1 0.0
H 3.88874 0.44532 0.78616 -0.1 0.0 0.0
H 2.75219 2.92484 0.22940 0.1 -0.1 0.0
H 1.58572 0.44188 3.40578 0.0 0.2 -0.2
```
Positions in Å, forces in eV/Å.